(1)
{
  "formula": "C6H10O",
  "method": "the ωB97M-V functional and the def2-TZVPD basis",
  "homo_energy_ev": -8.36,
  "e_lumo_ev": 0.94,
  "multiplicity": 1,
  "mol_weight_da": 98.14,
  "species": ["C", "C", "C", "C", "C", "C", "O", "H", "H", "H", "H", "H", "H", "H", "H", "H", "H"],
  "coordinates": [[2.0982, -0.8417, -0.4044], [0.5010, 0.1517, 0.6290], [0.0752, 1.4909, -0.0280], [-1.3986, 1.2716, -0.2829], [-1.8049, 0.0577, 0.0824], [-0.6791, -0.8107, 0.5863], [-0.4775, -1.9326, -0.2520], [1.8858, -0.7584, -1.4698], [2.0389, -0.0182, 0.2996], [2.1321, -1.8866, -0.0974], [0.7984, 0.3639, 1.6762], [0.6210, 1.7045, -0.9555], [0.2356, 2.3709, 0.6181], [-2.0375, 2.0370, -0.7177], [-2.8046, -0.3451, -0.0305], [-0.8713, -1.2360, 1.5771], [-0.3549, -1.5722, -1.1422]],
  "forces_ev_per_angstrom": [[-1.90, 0.47, 0.67], [-0.15, -0.42, -0.34], [0.11, -0.24, -0.13], [-0.03, -0.21, 0.02], [-0.06, 0.13, -0.10], [-0.21, 0.02, 0.14], [-0.44, -0.15, -0.27], [-0.10, 0.65, 0.34], [2.48, 0.41, -0.21], [-0.18, 0.51, 0.51], [0.39, -0.52, -0.66], [-0.06, -0.04, 0.03], [0.05, -0.43, -0.07], [0.12, -0.13, 0.06], [0.01, 0.11, 0.02], [-0.05, 0.05, -0.14], [0.04, -0.22, 0.14]]
}


(2)
{
  "formula": "C6H10O",
  "method": "the ωB97M-V functional and the def2-TZVPD basis",
  "homo_energy_ev": -8.33,
  "e_lumo_ev": 0.90,
  "smiles": "CC(C)=C=O.C=C",
  "multiplicity": 1,
  "mol_weight_da": 98.14,
  "species": ["C", "C", "C", "C", "O", "H", "H", "H", "H", "H", "H", "C", "C", "H", "H", "H", "H"],
  "coordinates": [[-0.4835, -1.6784, -0.2330], [-0.8839, -0.4072, 0.3785], [-1.5238, -0.4350, 1.7189], [-0.9326, 0.6591, -0.3195], [-0.9838, 1.6036, -1.0148], [-0.8200, -2.4624, 0.4195], [0.5696, -1.6773, -0.2433], [-1.0046, -1.7486, -1.2204], [-1.9440, 0.5008, 1.9960], [-0.7345, -0.5276, 2.4620], [-2.2865, -1.2249, 1.7419], [1.7088, 1.2762, -0.2861], [1.8928, 1.2500, -1.5936], [1.6078, 0.3706, 0.3074], [1.6985, 2.2436, 0.2402], [2.1221, 0.2121, -2.0422], [1.9976, 2.0455, -2.3114]],
  "forces_ev_per_angstrom": [[-1.12, -0.06, -1.01], [-1.23, -0.24, 1.14], [0.52, -0.09, 0.50], [-0.53, 2.39, -2.00], [-0.32, -0.53, 0.66], [-0.15, -0.57, 0.09], [1.43, -0.64, -0.73], [0.99, -0.47, 0.58], [-0.80, 0.85, -0.03], [-0.09, -0.82, 0.39], [0.31, 0.18, 0.37], [0.75, 1.15, 0.22], [1.18, -2.96, -0.73], [0.32, 0.27, -0.15], [-0.39, -0.56, -0.11], [-0.76, 1.63, 0.46], [-0.11, 0.48, 0.35]]
}


(3)
{
  "formula": "C6H10O",
  "method": "the ωB97M-V functional and the def2-TZVPD basis",
  "homo_energy_ev": -7.50,
  "e_lumo_ev": -1.56,
  "smiles": "C=C/C=C/C=C.O",
  "multiplicity": 1,
  "mol_weight_da": 98.14,
  "species": ["C", "C", "C", "C", "C", "C", "H", "H", "H", "H", "H", "H", "H", "H", "O", "H", "H"],
  "coordinates": [[-1.6260, 0.5143, 1.8557], [-1.8061, -0.3314, 0.7731], [-1.3049, -0.3880, -0.5151], [-0.0126, 0.5351, -0.8217], [0.9992, -0.1962, -1.4153], [2.2768, 0.2091, -1.7779], [-2.1110, 0.2436, 2.7891], [-1.2458, 1.5166, 1.6929], [-2.5212, -1.1339, 1.0384], [-1.4739, -1.1722, -1.2462], [0.1205, 1.4681, -0.3407], [0.6875, -1.1480, -1.9075], [2.4233, 1.1817, -2.2381], [2.8322, -0.6260, -2.1963], [1.1982, -0.5329, 1.5135], [0.3543, -0.3175, 1.9433], [1.2096, 0.1774, 0.8528]],
  "forces_ev_per_angstrom": [[-0.65, -0.59, -1.98], [-2.41, 0.04, 2.95], [6.17, 4.64, -1.84], [-6.31, -4.36, 0.85], [2.04, -0.10, -3.41], [-2.21, -1.21, -0.94], [0.12, 0.29, -0.17], [0.43, -0.11, 0.43], [0.64, 0.04, -0.29], [0.02, -0.09, 0.51], [0.11, 0.71, 0.56], [0.43, 0.20, 1.47], [0.61, 0.41, 1.24], [0.41, 0.41, -0.01], [-0.07, 0.67, 0.15], [0.09, -0.43, 0.24], [0.59, -0.52, 0.23]]
}


(4)
{
  "formula": "C6H10O",
  "method": "the ωB97M-V functional and the def2-TZVPD basis",
  "homo_energy_ev": [-7.36, -7.00],
  "e_lumo_ev": [0.28, 0.62],
  "multiplicity": 1,
  "mol_weight_da": 98.14,
  "species": ["C", "C", "O", "C", "C", "C", "C", "H", "H", "H", "H", "H", "H", "H", "H", "H", "H"],
  "coordinates": [[1.3583, 1.0389, -0.7455], [-2.1379, 1.2407, 0.8674], [-1.2987, 0.2943, 0.5327], [-0.8610, -0.7044, 1.2684], [0.1491, -1.5618, 0.7174], [0.8362, -1.4009, -0.4329], [0.7420, -0.2228, -1.3657], [2.4265, 0.9040, -0.5593], [1.2295, 1.8870, -1.4341], [-2.5624, 1.2417, 1.8598], [-2.3676, 1.9735, 0.1027], [0.8947, 1.2368, 0.2125], [-1.2846, -0.8501, 2.2609], [0.3536, -2.4408, 1.3273], [1.5586, -2.1680, -0.6869], [-0.2998, -0.0046, -1.6293], [1.2634, -0.4635, -2.2955]],
  "forces_ev_per_angstrom": [[0.19, -0.05, -0.44], [-0.59, 0.58, 0.28], [0.26, 0.09, -0.58], [0.67, -0.97, 0.00], [-0.76, 0.28, 0.72], [0.07, 0.05, -0.36], [0.01, -0.05, 0.02], [-0.03, -0.01, -0.09], [0.03, -0.10, 0.36], [-0.04, 0.02, 0.04], [0.12, -0.29, 0.17], [-0.11, 0.28, 0.07], [0.01, 0.11, -0.21], [0.03, 0.17, -0.07], [-0.01, -0.01, 0.02], [0.18, -0.13, 0.03], [-0.04, 0.02, 0.04]]
}


(5)
{
  "formula": "C6H10O",
  "method": "the ωB97M-V functional and the def2-TZVPD basis",
  "homo_energy_ev": -9.13,
  "e_lumo_ev": 0.59,
  "multiplicity": 1,
  "mol_weight_da": 98.14,
  "species": ["O", "C", "C", "C", "C", "C", "C", "H", "H", "H", "H", "H", "H", "H", "H", "H", "H"],
  "coordinates": [[0.7071, 1.5776, 1.1145], [-0.1836, 1.4692, 0.0816], [0.5311, 0.9788, -1.1188], [1.1062, -0.8135, -0.1603], [-0.1089, -1.5369, 0.4041], [-1.3519, -0.7017, 0.5104], [-1.4057, 0.6199, 0.3729], [1.2236, 0.4510, 0.7107], [-0.4862, 2.4818, -0.2295], [1.5048, 1.4304, -1.3271], [-0.0638, 0.7246, -2.0061], [2.0486, -1.1412, 0.3362], [1.2921, -1.0920, -1.1940], [-0.3306, -2.4353, -0.1929], [0.1144, -1.9090, 1.4164], [-2.2539, -1.2550, 0.7680], [-2.3434, 1.1511, 0.5138]],
  "forces_ev_per_angstrom": [[1.53, -3.15, -0.64], [-0.51, 1.04, -0.75], [0.83, -1.97, 1.11], [0.03, 0.61, -1.52], [-0.04, -0.06, 0.08], [-0.20, 0.21, 0.02], [-0.17, -0.07, 0.05], [-0.93, 2.72, 1.30], [-0.28, 0.18, 0.23], [-0.31, -0.04, 0.11], [0.32, -0.27, 0.36], [-0.41, 0.90, -0.14], [-0.01, -0.39, -0.11], [0.04, 0.21, 0.11], [0.01, 0.10, -0.20], [0.06, 0.15, -0.04], [0.05, -0.16, 0.02]]
}


(6)
{
  "formula": "C6H10O",
  "method": "the ωB97M-V functional and the def2-TZVPD basis",
  "homo_energy_ev": -9.38,
  "e_lumo_ev": 1.14,
  "smiles": "C[C@H]1CC=CCO1",
  "multiplicity": 1,
  "mol_weight_da": 98.14,
  "species": ["C", "C", "C", "C", "C", "C", "O", "H", "H", "H", "H", "H", "H", "H", "H", "H", "H"],
  "coordinates": [[1.3096, 1.7880, 0.2568], [0.1837, 0.7813, 0.4059], [-0.5670, 0.5752, -0.9217], [-1.1628, -0.8004, -1.0460], [-1.0104, -1.7222, -0.1008], [-0.1781, -1.4288, 1.1185], [0.7747, -0.4199, 0.8702], [0.9292, 2.7417, -0.1242], [2.0479, 1.3992, -0.4534], [1.8108, 1.9606, 1.2134], [-0.5352, 1.1304, 1.1688], [0.1051, 0.7617, -1.7707], [-1.3647, 1.3272, -0.9950], [-1.7227, -1.0212, -1.9530], [-1.4568, -2.7098, -0.1944], [-0.8293, -1.1387, 1.9636], [0.3858, -2.3135, 1.4302]],
  "forces_ev_per_angstrom": [[0.01, 0.03, 0.01], [-0.08, 0.20, -0.10], [0.04, 0.00, -0.01], [-0.01, -0.11, 0.12], [-0.03, 0.14, -0.11], [-0.09, -0.18, 0.05], [0.06, -0.02, -0.01], [0.04, -0.12, 0.07], [-0.11, 0.06, 0.09], [-0.09, -0.01, -0.11], [0.08, -0.07, -0.09], [-0.04, -0.05, 0.11], [0.12, -0.09, -0.02], [0.05, 0.01, 0.15], [0.03, 0.15, 0.02], [0.10, -0.04, -0.09], [-0.08, 0.11, -0.07]]
}